C4H9NO in the gas phase at a distorted geometry, computed with the ωB97M-V functional and the def2-TZVPD basis.

Summary:
- E_HOMO (eV) = -9.7
- multiplicity = 1
- total charge = 0
- structure (SMILES) = CCNC(C)=O
- relative energy (zero: lowest compared OMol25 entry of this formula, charge and spin) (kcal/mol) = 28.1
- LUMO energy (Eh) = 0.033

Structure (XYZ):
```
15
C4H9NO the ωB97M-V functional and the def2-TZVPD basis
C -2.11862 0.50829 0.14559
C -1.27458 -0.46204 -0.68265
N 0.17892 -0.22668 -0.53947
C 0.97997 -0.60125 0.47966
C 2.37797 0.19031 0.28080
O 0.77255 -1.34640 1.41110
H -3.19482 0.34605 -0.00043
H -1.88994 1.53907 -0.14048
H -1.89956 0.38545 1.21041
H -1.49461 -1.49501 -0.37283
H -1.55460 -0.39927 -1.74125
H 0.86475 0.44678 -0.89441
H 2.64373 0.84140 -0.59406
H 3.14499 -0.57590 0.29332
H 2.46385 0.84922 1.14471
```


A molecular structure, CHKLiO2 at a distorted geometry, computed with the ωB97M-V functional and the def2-TZVPD basis.

Summary:
- E_HOMO (spin up / spin down) (eV) = -5.5 / -7.9
- multiplicity = 2
- total charge = 0
- relative energy (zero: lowest compared OMol25 entry of this formula, charge and spin) (kcal/mol) = 9.0
- LUMO energy (spin up / spin down) (Eh) = -0.024 / -0.036

Structure (XYZ):
```
6
CHKLiO2 the ωB97M-V functional and the def2-TZVPD basis
O 1.48055 -1.56730 -2.96549
C 2.38443 -2.46529 -3.92675
O 1.98523 -3.24691 -4.75083
K 0.29811 0.11819 1.58605
Li 0.56790 -0.36720 -1.53034
H 3.40403 -2.22985 -3.61507
```


A molecular structure, F10KN5NaO20S10 at a distorted geometry, computed with the ωB97M-V functional and the def2-TZVPD basis.

Summary:
- E_HOMO (eV) = -2.2
- multiplicity = 1
- total charge = -3
- relative energy (zero: lowest compared OMol25 entry of this formula, charge and spin) (kcal/mol) = 34.6
- LUMO energy (Eh) = 0.169

Structure (XYZ):
```
47
F10KN5NaO20S10 the ωB97M-V functional and the def2-TZVPD basis
Na 0.60852 0.43045 -0.05972
K 2.93714 1.35060 -1.58027
N 0.82999 2.77926 -0.40955
S 0.38149 3.81620 -1.64352
O 1.33866 4.81364 -1.97781
O -0.98640 4.15875 -1.73864
F 0.62791 2.76887 -2.82218
S 0.56373 3.71213 0.82654
O -0.77274 3.94256 1.23477
O 1.51076 4.78363 0.94086
F 1.18440 2.70126 1.88674
N -3.81411 -1.74916 0.82443
S -4.75881 -0.49389 0.36134
O -5.28529 -0.64117 -0.95397
O -4.34209 0.79436 0.77819
F -6.00970 -0.84373 1.28832
S -2.53070 -1.55599 -0.08032
O -1.64253 -0.49879 0.31500
O -2.75739 -1.77189 -1.47268
F -1.75347 -2.89722 0.29245
N -1.42768 -1.22888 4.04149
S 0.08454 -0.96886 3.51619
O 1.12157 -0.99020 4.49411
O 0.23993 -0.09382 2.39268
F 0.25360 -2.38105 2.80294
S -1.80796 0.21904 4.56005
O -2.36438 1.02036 3.52504
O -0.98110 0.82062 5.55972
F -3.08563 -0.20772 5.46529
N 2.68970 -0.70126 0.25546
S 2.57383 -2.38363 -0.01909
O 2.56535 -3.29488 1.05609
O 3.25601 -2.70037 -1.22420
F 1.06875 -2.32112 -0.46086
S 3.89276 -0.79965 1.29587
O 5.18361 -1.11601 0.75733
O 3.63321 -1.22343 2.61828
F 3.97706 0.82276 1.40835
N 0.90641 -1.68895 -4.51146
S -0.35324 -1.57162 -3.55877
O -1.60917 -1.53794 -4.21449
O -0.10010 -0.75742 -2.40288
F -0.35965 -3.07587 -3.04054
S 1.14175 -0.13887 -4.84800
O 2.07054 0.48904 -3.96115
O 0.04805 0.59739 -5.37475
F 2.05288 -0.38753 -6.14266
```